Computed, not measured: a 3-piece molecular cluster, C3H13NO2S2 overall in a non-equilibrium geometry, with ωB97M-V with the def2-TZVPD basis set.

Each atom is followed by the atoms it is bonded to, with distances in Å.
Element x y z (Å)
1 C 0.905 3.216 -0.168  S2 1.821, H7 1.097, H8 1.128, H9 1.070
2 S 0.432 1.750 0.803  C1 1.821, S3 2.210
3 S 1.364 0.108 -0.343  S2 2.210, C4 1.793
4 C 0.081 0.376 -1.566  S3 1.793, C5 1.555, H10 1.134, H11 1.157
5 C -1.362 -0.007 -1.129  C4 1.555, N6 1.409, H12 1.121, H13 1.157
6 N -1.776 -1.342 -0.950  C5 1.409, H14 1.104, H15 0.956
7 H 0.033 3.528 -0.756  C1 1.097
8 H 1.158 4.100 0.485  C1 1.128
9 H 1.917 3.141 -0.509  C1 1.070
10 H 0.187 -0.186 -2.545  C4 1.134
11 H 0.221 1.503 -1.788  C4 1.157
12 H -2.141 0.474 -1.774  C5 1.121
13 H -1.700 0.567 -0.183  C5 1.157
14 H -2.105 -1.842 -1.877  N6 1.104
15 H -1.352 -1.901 -0.302  N6 0.956
16 O 0.513 -0.803 4.394  H17 0.968, H18 0.950
17 H 0.695 -1.555 3.812  O16 0.968
18 H -0.294 -0.537 3.969  O16 0.950
19 O 1.092 -3.930 0.276  H20 0.925, H21 1.002
20 H 1.244 -3.156 0.759  O19 0.925
21 H 0.887 -3.505 -0.608  O19 1.002

Calculated values
Relative energy (zero: lowest compared OMol25 entry of this formula, charge and spin), kcal/mol: 49.87
SMILES string: CSSCCN.O.O
Molecular weight, g/mol: 159.28
Orbital gap, eV: 8.807
HOMO energy, eV: -8.89
Spin multiplicity: 1
Calculated total energy, eV: -30575.661
Max |F|, eV/Å: 5.44
E_LUMO, Ha: -0.0029

Atomic partial charges in e from the natural (NBO) method, atoms 1 to 2:
1 C -0.803
2 S 0.085